P | A 2-piece molecular cluster, C4H3I overall, computed with ωB97M-V/def2-TZVPD.

Last column: Löwdin charge in e.
Element x y z (Å)
C -2.268 -1.425 -0.351  -0.559
C 0.917 0.565 -0.046  -0.200
C 0.198 -0.618 0.054  -0.102
C 1.783 1.462 -0.182  0.111
I -3.505 0.153 -0.053  0.667
H -0.169 -0.756 1.010  0.017
H 0.418 -1.515 -0.427  0.032
H 2.625 2.135 -0.004  0.035

Net charge: 0
Orbital gap (alpha / beta) in eV: 7.32 / 6.72
Spin multiplicity: 1

Q | A 2-piece molecular cluster, C4H3I overall, computed with ωB97M-V/def2-TZVPD.

Last column: Löwdin charge in e.
Element x y z (Å)
C -0.177 -0.835 -1.324  -0.040
C 0.582 1.216 0.734  -0.811
C -0.151 -1.570 -0.392  -0.030
C -0.508 0.968 1.174  -0.066
I 2.034 2.080 -0.398  0.846
H 0.095 0.020 -1.870  -0.010
H -0.661 -2.344 0.188  0.045
H -1.215 0.465 1.889  0.067

Net charge: 0
Orbital gap in eV: 9.62
Spin multiplicity: 1
SMILES: C#CI.C#C

Stability verdict: Q, ahead by 313.8 kJ/mol

P | C16H31NP2Ru as an isolated structure, computed with ωB97M-V/def2-TZVPD.

Last column: Löwdin charge in e.
Element x y z (Å)
P 0.568 -2.131 -2.133  0.903
P -0.023 2.337 -1.665  0.817
C 0.772 -0.659 -3.308  -0.403
C 0.791 0.781 -2.696  -0.395
H -0.366 -0.972 -3.451  0.011
H 1.588 -0.861 -3.998  0.082
H 1.283 0.572 -1.735  0.050
H 1.470 1.404 -3.237  0.041
C -1.573 2.938 -2.374  -0.240
H -2.050 3.547 -1.547  0.088
H -2.229 2.005 -2.719  0.072
H -1.363 3.604 -3.257  0.064
C 1.112 3.720 -1.563  -0.186
H 0.869 4.511 -2.290  0.078
H 2.114 3.285 -1.660  0.067
H 0.876 4.053 -0.545  0.066
C -0.629 -3.275 -2.932  -0.177
H -0.757 -4.202 -2.348  0.083
H -0.392 -3.665 -3.935  0.070
H -1.633 -2.843 -3.037  0.068
C 2.191 -2.823 -2.464  -0.161
H 2.934 -2.074 -2.193  0.079
H 2.373 -3.059 -3.504  0.070
H 2.344 -3.734 -1.890  0.077
Ru -0.842 0.469 -4.430  1.151
C 0.230 1.451 -5.672  -0.329
C -1.223 1.701 -5.934  -0.322
C -2.170 0.843 -6.647  -0.231
C -1.770 -0.627 -6.924  -0.169
C -0.950 -1.287 -5.796  -0.232
C 0.435 -1.487 -5.890  -0.140
C 1.366 -0.737 -6.766  -0.171
C 0.949 0.768 -6.882  -0.165
C -0.033 -1.875 -0.489  -0.160
H 0.894 2.327 -5.423  0.125
H -1.685 2.738 -5.558  0.154
H -2.461 1.340 -7.584  0.142
H -3.027 0.680 -5.973  0.119
H -2.656 -1.289 -7.007  0.129
H -1.295 -0.752 -7.909  0.124
H -1.508 -2.104 -5.250  0.107
H 0.956 -2.272 -5.316  0.095
H 1.536 -1.148 -7.809  0.157
H 2.399 -0.774 -6.325  0.122
H 1.885 1.307 -7.132  0.123
H 0.306 0.800 -7.784  0.114
H 0.837 -1.467 0.023  0.071
H -0.389 -2.845 -0.094  0.093
H -0.871 -1.176 -0.301  0.069
N -0.818 1.186 0.905  0.128
C -0.364 1.770 0.010  -0.330

Net charge: +2
Orbital gap (alpha / beta) in eV: 4.83 / 7.29
Spin multiplicity: 5

Q | C16H31NP2Ru as an isolated structure, computed with ωB97M-V/def2-TZVPD.

Last column: Löwdin charge in e.
Element x y z (Å)
P -2.519 1.785 0.980  0.870
P -1.161 -1.032 -2.650  0.746
C -3.049 1.037 -0.648  -0.378
C -2.668 -0.562 -1.481  -0.328
H -3.396 1.862 -1.415  0.014
H -4.067 0.608 -0.446  0.073
H -2.366 -1.152 -0.649  0.064
H -3.675 -0.788 -1.824  0.044
C -1.065 0.105 -4.030  -0.312
H -0.205 -0.366 -4.501  0.097
H -0.704 1.135 -3.741  0.077
H -1.892 0.139 -4.734  0.061
C -1.470 -2.769 -2.813  -0.175
H -1.957 -2.855 -3.813  0.083
H -2.106 -3.104 -1.952  0.085
H -0.436 -3.184 -2.795  0.088
C -2.680 3.574 1.074  -0.165
H -2.177 3.851 2.009  0.083
H -3.727 3.858 1.185  0.067
H -2.235 4.108 0.224  0.084
C -3.526 0.961 2.207  -0.162
H -3.463 -0.124 2.013  0.084
H -4.568 1.303 2.066  0.065
H -3.123 1.278 3.184  0.089
Ru -2.287 1.106 -2.547  0.912
C -5.092 0.538 -3.095  -0.070
C -4.179 1.448 -3.562  -0.257
C -4.631 2.839 -3.985  -0.148
C -5.292 3.589 -2.826  -0.165
C -4.844 3.139 -1.469  -0.153
C -5.558 2.265 -0.730  -0.138
C -6.642 1.410 -1.277  -0.155
C -6.499 0.831 -2.700  -0.146
C -0.754 1.382 1.250  -0.158
H -4.815 -0.514 -3.263  0.121
H -3.271 1.081 -4.089  0.053
H -5.313 2.870 -4.853  0.143
H -3.729 3.378 -4.264  0.108
H -5.089 4.669 -2.922  0.132
H -6.390 3.608 -2.952  0.130
H -4.063 3.723 -0.987  0.083
H -5.473 2.280 0.361  0.101
H -7.581 1.973 -1.218  0.140
H -6.805 0.573 -0.596  0.119
H -7.086 -0.092 -2.738  0.126
H -7.102 1.421 -3.396  0.130
H -0.688 0.308 1.560  0.092
H -0.384 2.201 1.895  0.079
H -0.371 1.508 0.248  0.010
N 1.074 -0.306 -0.948  0.101
C 0.072 -0.341 -1.545  -0.443

Net charge: +2
Orbital gap (alpha / beta) in eV: 5.11 / 7.22
Spin multiplicity: 5

Stability verdict: P, ahead by 97.8 kJ/mol

P | C4H6FHgO4 as an isolated structure, computed with ωB97M-V/def2-TZVPD.

Last column: Löwdin charge in e.
Element x y z (Å)
O 0.455 2.714 0.365  0.045
C 0.285 2.286 1.480  -0.184
C 0.123 0.818 1.790  -0.084
O 0.865 -0.010 0.909  0.104
C 0.278 -0.589 -0.102  -0.551
O 0.595 -1.838 -0.166  0.090
O -0.488 -0.038 -0.893  -0.130
C -0.019 -2.644 -1.186  0.027
H -0.948 0.562 1.787  0.158
F -0.249 2.228 -3.102  -0.559
H 0.167 2.952 2.358  0.148
H 0.512 0.615 2.795  0.154
H 0.349 -3.657 -1.014  0.117
H -1.109 -2.602 -1.084  0.112
H 0.288 -2.280 -2.172  0.115
Hg -1.105 1.482 -1.767  1.438

Net charge: +1
Orbital gap in eV: 9.33
Spin multiplicity: 1

Q | C4H6FHgO4 as an isolated structure, computed with ωB97M-V/def2-TZVPD.

Last column: Löwdin charge in e.
Element x y z (Å)
C -2.268 -0.109 -1.377  0.037
O -0.919 -0.310 -0.907  -0.166
H -2.345 0.873 -1.854  0.112
H -2.522 -0.905 -2.083  0.117
H -2.894 -0.159 -0.484  0.115
C -0.043 0.728 -0.927  -0.547
O 1.190 -1.181 1.857  -0.047
C 1.514 -0.011 1.993  -0.099
C 1.652 0.901 0.808  -0.051
O 1.025 0.219 -0.273  -0.108
O -0.223 1.853 -1.244  0.242
F -0.142 -3.466 -0.159  -0.551
H 1.765 0.401 2.983  0.167
H 1.163 1.864 1.010  0.167
H 2.711 1.091 0.585  0.173
Hg 0.336 -1.790 0.072  1.439

Net charge: +1
Orbital gap in eV: 10.30
Spin multiplicity: 1

Stability verdict: Q, ahead by 21.3 kJ/mol